24
Properties=species:S:1:pos:R:3:forces:R:3 method="wB97M-V/def2-TZVPD" homo_lumo_gap_ev="5.583 / 6.073" de_lowest_kj_mol=392.48 charge=-1 e_lumo_ha="0.066 / 0.077"
C 0.714 2.032 2.975 0.238 -0.463 -0.794
C -0.681 1.968 2.676 3.062 0.600 1.578
C 1.551 1.279 2.126 2.365 0.920 1.434
C -1.118 1.084 1.751 0.921 1.011 -2.073
C 1.108 0.629 0.992 0.130 1.327 -0.268
C -0.256 0.638 0.660 -0.141 -1.474 2.628
C -0.760 -0.124 -0.370 2.038 -0.889 1.373
C -1.577 -0.204 -1.431 -1.582 0.645 -2.583
C 1.525 -2.003 -2.932 2.196 -1.565 -0.227
N -2.394 0.929 -1.426 -1.428 2.421 1.365
O 3.115 -0.960 -1.052 -1.229 -0.465 0.018
O -1.740 -0.956 -2.384 0.564 -1.186 -0.036
O 1.972 -3.166 -0.646 -0.079 0.828 0.327
S 1.828 -1.745 -1.076 -0.075 -1.007 -1.705
H 1.215 2.636 3.766 -0.917 -0.414 -0.641
H -1.304 2.667 3.188 -0.807 -0.119 0.462
H 2.712 1.318 2.364 -2.552 -0.261 -0.700
H -2.141 1.149 1.625 -2.175 -0.583 -0.611
H 1.814 0.287 0.266 0.360 -0.422 -0.040
H 2.547 -2.401 -3.369 -1.942 0.645 1.009
H 0.685 -2.611 -3.303 0.289 -0.288 1.010
H 1.334 -1.082 -3.380 -0.041 2.008 -0.567
H -2.337 1.566 -0.572 -0.478 -1.199 -1.914
H -3.299 0.855 -1.942 1.286 -0.069 0.957